Entry 1:
ORCA calculation (ωB97M-V with the def2-TZVPD basis set) on a single C25H29N3O6S molecule.

XYZ file:
```
64
Properties=species:S:1:pos:R:3
C 8.55 3.58 -0.32
C 8.49 2.14 -0.82
O 7.17 1.61 -0.70
C 6.81 1.13 0.50
O 7.55 1.09 1.45
C 5.41 0.63 0.51
C 4.92 0.08 1.70
C 3.62 -0.38 1.77
C 2.81 -0.30 0.64
N 1.48 -0.78 0.70
C 1.14 -2.00 1.20
O 1.87 -2.82 1.69
C -0.35 -2.17 0.92
C -0.54 -3.37 -0.03
C 0.26 -3.10 -1.31
O -0.22 -2.51 -2.26
N 1.53 -3.54 -1.27
C 2.47 -3.27 -2.33
N -0.70 -0.91 0.33
C -2.04 -0.51 -0.02
C -2.77 0.13 1.17
C -4.09 0.69 0.72
C -4.16 1.92 0.11
C -5.37 2.43 -0.34
C -6.54 1.71 -0.18
O -7.78 2.11 -0.57
C -7.90 3.36 -1.20
C -6.48 0.44 0.45
O -7.67 -0.20 0.58
C -7.69 -1.47 1.19
C -5.26 -0.05 0.89
C 0.37 -0.10 0.21
S 0.36 1.44 -0.34
C 3.30 0.23 -0.55
C 4.59 0.70 -0.61
H 8.32 3.62 0.74
H 9.55 3.98 -0.48
H 7.83 4.19 -0.86
H 9.17 1.51 -0.24
H 8.72 2.08 -1.88
H 5.57 0.04 2.56
H 3.24 -0.80 2.68
H -0.91 -2.35 1.85
H -0.20 -4.27 0.47
H -1.59 -3.47 -0.30
H 1.88 -3.98 -0.43
H 3.29 -2.65 -1.97
H 2.88 -4.21 -2.72
H 1.94 -2.75 -3.12
H -1.96 0.22 -0.83
H -2.58 -1.37 -0.39
H -2.14 0.94 1.56
H -2.91 -0.61 1.96
H -3.26 2.50 -0.03
H -5.39 3.40 -0.82
H -7.32 3.40 -2.14
H -8.96 3.47 -1.43
H -7.58 4.18 -0.55
H -7.34 -1.42 2.23
H -8.73 -1.78 1.18
H -7.09 -2.20 0.64
H -5.21 -1.01 1.37
H 2.66 0.27 -1.42
H 4.98 1.11 -1.53
```

The energy above the lowest of the compared OMol25 structures with the same formula, charge and spin is 0.273 eV. The calculation puts the maximum force at 0.646 eV Å⁻¹. As for the total charge: 0. Its orbital gap is 8.281 eV. Its SMILES is CCOC(=O)c1ccc(N2C(=O)[C@H](CC(=O)NC)N(CCc3ccc(OC)c(OC)c3)C2=S)cc1. The value obtained for the highest occupied orbital energy is -8.0 eV. As for the total energy: -1984.00886 Eh.



Entry 2:
ORCA calculation (ωB97M-V with the def2-TZVPD basis set) on a molecular structure, C14H10FeN4O3.

XYZ file:
```
32
Properties=species:S:1:pos:R:3
O 2.00 -1.28 -0.61
C 1.96 -0.18 -0.99
Fe 1.83 1.51 -1.41
C 2.91 2.05 -0.10
O 3.70 2.02 0.75
C 2.96 1.39 -2.71
O 3.98 1.12 -3.20
C -0.80 1.15 0.08
C -1.10 0.43 -1.19
C -0.02 0.84 -2.20
C 0.13 2.25 -2.40
C 0.25 2.98 -1.21
C -0.02 2.30 0.02
H -0.98 0.76 1.07
H -1.08 -0.67 -1.05
H -2.12 0.63 -1.61
H 0.11 0.13 -3.03
H 0.28 2.66 -3.39
H 0.54 4.03 -1.19
H 0.30 2.77 0.95
C -1.04 -3.65 2.67
N 0.27 -3.44 2.79
C 0.84 -2.30 2.39
N 0.16 -1.26 1.84
C -1.13 -1.43 1.69
C -1.84 -2.66 2.09
N -3.14 -2.54 1.66
C -3.21 -1.32 1.06
N -2.05 -0.62 1.09
H -1.52 -4.58 3.01
H 1.93 -2.20 2.53
H -4.09 -0.89 0.57
```

The energy above the lowest of the compared OMol25 structures with the same formula, charge and spin is 0.425 eV. The calculation puts the maximum force at 5.260 eV Å⁻¹. As for the total charge: 0. As for the expectation value of S²: 6.16. Its orbital gap (spin up / spin down) is 5.217 / 4.668 eV. The value obtained for the highest occupied orbital energy (spin up / spin down) is -5.7 / -8.5 eV. As for the total energy: -2247.69021 Eh. The multiplicity is 5.



Entry 3:
ORCA calculation (ωB97M-V with the def2-TZVPD basis set) on 2 unconnected molecules or ions with the total composition C6H12O.

XYZ file:
```
19
Properties=species:S:1:pos:R:3
C -3.26 0.49 0.41
C -2.00 -0.17 -0.05
C -1.01 -0.60 0.75
C 0.36 -0.74 0.30
C 1.47 -0.74 1.04
C 2.90 -0.38 0.70
H -3.66 -0.01 1.30
H -3.96 0.67 -0.40
H -2.96 1.48 0.75
H -1.71 -0.07 -1.10
H -1.27 -0.91 1.76
H 0.61 -0.64 -0.77
H 1.46 -1.14 2.06
H 3.06 -0.57 -0.37
H 3.18 0.65 0.91
H 3.49 -1.10 1.25
O 0.93 1.57 -2.92
H 0.68 1.01 -2.19
H 1.67 1.22 -3.41
```

The energy above the lowest of the compared OMol25 structures with the same formula, charge and spin is 2.089 eV. The calculation puts the maximum force at 1.993 eV Å⁻¹. As for the total charge: 0. Its orbital gap is 9.183 eV. Its SMILES is C/C=C/C=C/C.O. The value obtained for the highest occupied orbital energy is -8.2 eV. As for the total energy: -310.98251 Eh.



Entry 4:
ORCA calculation (ωB97M-V with the def2-TZVPD basis set) on 5 unconnected molecules or ions with the total composition C23H51IN5O10P2.

XYZ file:
```
92
Properties=species:S:1:pos:R:3
C 3.49 -1.30 1.66
C 2.26 -1.20 2.64
O 2.14 0.17 3.05
C 1.42 0.92 2.14
O 1.96 1.80 1.60
C -0.05 0.58 1.97
C -0.59 0.93 0.56
C 0.08 0.11 -0.56
P 0.98 1.09 -1.92
N 2.04 -0.35 -2.20
O -0.21 2.40 -2.00
C 0.34 3.60 -2.42
C 0.51 4.75 -1.38
C -0.35 4.59 -0.14
O -1.45 4.29 -0.13
I 0.65 4.94 1.78
C 1.59 3.27 -3.32
P 2.94 4.53 -3.39
C 4.12 4.01 -2.05
O 3.73 4.40 -4.87
O 2.00 1.95 -3.11
H 3.76 -0.28 1.36
H 3.20 -1.92 0.81
H 4.35 -1.71 2.20
H 1.40 -1.58 2.09
H 2.43 -1.87 3.48
H -0.30 -0.44 2.27
H -0.57 1.26 2.66
H -1.65 0.64 0.59
H -0.49 2.01 0.45
H -0.59 -0.62 -1.03
H 0.86 -0.50 -0.07
H 0.16 0.49 -2.96
H 1.85 1.74 -0.96
H 2.73 -0.47 -1.46
H 2.47 -0.27 -3.11
H -0.36 4.04 -3.15
H 0.20 5.70 -1.87
H 1.54 4.90 -1.05
H 1.18 3.27 -4.35
H 3.57 3.37 -1.34
H 4.99 3.48 -2.45
H 4.44 4.92 -1.53
H 3.71 5.30 -5.21
C 1.05 -4.79 6.03
C 0.40 -4.01 4.92
O 0.84 -2.94 4.53
N -0.70 -4.54 4.33
C -1.37 -5.79 4.64
H 1.92 -4.24 6.39
H 0.36 -4.92 6.86
H 1.39 -5.77 5.66
H -1.08 -3.97 3.60
H -1.37 -6.42 3.75
H -2.40 -5.58 4.93
H -0.87 -6.33 5.45
C 0.13 -8.49 2.08
C 1.38 -7.72 2.42
O 1.36 -6.63 2.98
N 2.57 -8.28 2.08
C 2.82 -9.54 1.42
H -0.74 -7.92 2.40
H 0.06 -8.63 1.00
H 0.12 -9.45 2.58
H 3.37 -7.71 2.34
H 3.43 -10.18 2.06
H 3.36 -9.36 0.49
H 1.89 -10.06 1.19
C -2.68 6.89 -2.85
C -1.55 7.53 -3.63
O -0.44 7.04 -3.68
N -1.83 8.68 -4.31
C -3.08 9.41 -4.38
H -2.31 5.99 -2.37
H -3.03 7.57 -2.07
H -3.50 6.62 -3.51
H -1.03 9.05 -4.81
H -3.40 9.47 -5.42
H -2.93 10.42 -3.99
H -3.86 8.92 -3.80
C -4.97 -2.09 -0.11
C -3.74 -1.64 -0.87
O -2.69 -2.25 -0.82
N -3.83 -0.51 -1.61
C -4.98 0.36 -1.79
H -4.73 -3.00 0.44
H -5.27 -1.33 0.61
H -5.79 -2.30 -0.80
H -2.97 -0.27 -2.09
H -5.23 0.40 -2.86
H -4.72 1.36 -1.46
H -5.84 0.01 -1.24
```

The calculation puts the maximum force at 4.581 eV Å⁻¹. As for the total charge: -1. Its orbital gap is 6.147 eV. The value obtained for the highest occupied orbital energy is -4.2 eV. As for the total energy: -2913.60429 Eh.



Entry 5:
ORCA calculation (ωB97M-V with the def2-TZVPD basis set) on a gas-phase ion, C3H8N3 (charge +1).

XYZ file:
```
14
Properties=species:S:1:pos:R:3
N 2.79 0.06 0.17
N 1.45 0.40 0.04
C 0.48 -0.52 0.07
N -0.77 -0.22 0.25
C -2.10 -0.63 -0.04
C -1.73 0.81 0.00
H 3.37 0.55 -0.51
H 2.97 -0.94 0.12
H 1.39 1.45 0.11
H 0.78 -1.57 0.07
H -2.66 -1.05 0.79
H -2.29 -1.12 -0.99
H -1.64 1.37 -0.93
H -2.03 1.40 0.85
```

The energy above the lowest of the compared OMol25 structures with the same formula, charge and spin is 3.267 eV. The calculation puts the maximum force at 2.013 eV Å⁻¹. As for the total charge: +1. Its orbital gap is 9.850 eV. Its SMILES is NNC=[N+]1CC1. The value obtained for the highest occupied orbital energy is -13.5 eV. As for the total energy: -283.04369 Eh.



Entry 6:
ORCA calculation (ωB97M-V with the def2-TZVPD basis set) on a molecular structure, C18H19AlBCl2CsF22I2KN4O3P.

XYZ file:
```
75
Properties=species:S:1:pos:R:3
C 4.37 1.47 1.15
C 3.49 2.51 0.56
C 3.75 3.57 -0.19
I 5.60 4.23 -0.81
N 2.51 4.20 -0.50
N 2.30 5.36 -1.26
C 1.60 3.51 0.06
C 0.15 3.72 0.10
C -0.36 4.82 0.76
C -1.70 4.97 0.79
N -2.56 4.11 0.25
C -2.02 3.08 -0.36
C -0.71 2.83 -0.47
N 2.09 2.45 0.75
I 1.00 1.06 1.78
H 4.25 0.57 0.55
H 4.07 1.22 2.17
H 5.40 1.78 1.12
H 3.15 5.64 -1.84
H 2.11 6.11 -0.61
H 0.34 5.49 1.22
H -2.11 5.83 1.29
H -2.71 2.36 -0.81
H -0.33 1.97 -0.99
Cl 0.23 -1.59 1.57
Al -4.86 3.20 0.55
F 7.25 -1.72 3.02
P 5.63 -1.81 3.25
F 4.16 -1.33 2.62
F 4.82 -3.16 3.76
F 5.69 -0.15 3.40
F 6.01 -1.84 4.85
F 5.80 -2.62 1.83
C 2.53 -1.53 -2.31
C 4.04 -1.66 -2.19
O 4.73 -1.09 -3.25
C 4.90 0.37 -3.21
O 5.34 0.80 -2.06
C 3.60 1.11 -3.65
F 2.96 0.45 -4.65
F 3.89 2.32 -4.13
F 2.67 1.30 -2.67
H 2.20 -1.68 -3.35
H 2.04 -2.25 -1.67
H 2.19 -0.55 -1.99
H 4.29 -2.73 -2.22
H 4.39 -1.30 -1.22
H 5.55 0.52 -4.09
B -8.04 1.92 -1.26
F -7.84 2.33 -2.57
F -7.75 3.00 -0.38
F -9.35 1.50 -1.07
F -7.12 0.87 -0.93
F 3.24 6.90 -2.69
C -5.57 -5.41 1.09
C -4.62 -5.52 -0.12
C -3.12 -5.77 0.11
F -2.51 -4.81 0.82
F -2.54 -5.80 -1.11
F -4.80 -4.42 -0.89
F -5.06 -6.58 -0.83
O -5.94 -4.08 1.55
C -5.06 -3.42 2.43
C -4.38 -2.18 1.80
F -3.73 -2.50 0.68
F -3.50 -1.64 2.65
F -4.18 -4.27 2.92
F -5.83 -3.02 3.48
H -6.52 -5.82 0.75
H -5.26 -6.05 1.92
H -2.95 -6.73 0.61
H -5.11 -1.41 1.55
K -7.06 -1.82 1.38
Cs 1.33 -3.98 -1.91
Cl -0.48 2.79 3.12
```

The calculation puts the maximum force at 4.820 eV Å⁻¹. As for the total charge: 0. Its orbital gap is 2.360 eV. The value obtained for the highest occupied orbital energy is -7.1 eV. As for the total energy: -6083.56598 Eh.



Entry 7:
ORCA calculation (ωB97M-V with the def2-TZVPD basis set) on a molecular structure, C2H3AgO.

XYZ file:
```
7
Properties=species:S:1:pos:R:3
O -0.19 1.20 0.34
C 0.41 0.17 -0.45
Ag 1.85 1.73 0.12
H -1.14 1.13 0.53
C -0.13 -1.06 -0.18
H 0.31 -1.94 -0.66
H -1.11 -1.22 0.29
```

The energy above the lowest of the compared OMol25 structures with the same formula, charge and spin is 2.401 eV. The calculation puts the maximum force at 3.452 eV Å⁻¹. As for the total charge: +1. As for the expectation value of S²: 0.77. Its orbital gap (spin up / spin down) is 9.561 / 6.662 eV. The value obtained for the highest occupied orbital energy (spin up / spin down) is -14.9 / -14.5 eV. As for the total energy: -299.76291 Eh. The multiplicity is 2.



Entry 8:
ORCA calculation (ωB97M-V with the def2-TZVPD basis set) on a molecular structure, C5H9NO3.

XYZ file:
```
18
Properties=species:S:1:pos:R:3
C 2.50 0.34 0.04
C -2.31 0.04 1.01
N 1.07 0.52 -0.09
C 0.27 -0.45 0.00
C -1.49 0.52 -0.15
C -1.83 0.43 -1.44
O 2.84 -0.19 1.29
O 3.00 -0.41 -1.03
O 0.09 -1.62 0.11
H 2.61 -1.30 -1.01
H 2.43 -1.05 1.39
H -0.68 1.34 -0.03
H 2.98 1.32 -0.02
H -3.28 0.54 1.03
H -1.80 0.24 1.94
H -2.47 -1.03 0.94
H -1.21 0.85 -2.22
H -2.73 -0.09 -1.75
```

The energy above the lowest of the compared OMol25 structures with the same formula, charge and spin is 3.907 eV. The calculation puts the maximum force at 3.445 eV Å⁻¹. As for the total charge: 0. Its orbital gap is 9.317 eV. The value obtained for the highest occupied orbital energy is -9.9 eV. As for the total energy: -476.30060 Eh.